[1]
Here is one molecule with the formula C4H10OSSi from OMol25. Energies are from ωB97M-V/def2-TZVPD.

Element x y z (Å)
C  -1.770600  1.813993  0.025475
C  -0.502215  1.492715  0.228201
Si  0.247864  -0.227656  -0.031812
C  0.203715  -1.195661  1.612870
C  -0.597457  -1.147506  -1.459079
O  1.797262  -0.134476  -0.609183
S  3.240526  0.318481  0.085462
H  -2.482313  1.092459  -0.346124
H  -2.160167  2.801910  0.216054
H  0.162013  2.268019  0.604248
H  1.158175  -1.685863  1.800636
H  -0.004685  -0.544279  2.458234
H  -0.565208  -1.965868  1.594664
H  -0.612342  -0.547833  -2.365465
H  -0.103727  -2.086788  -1.689987
H  -1.626658  -1.364015  -1.187640
H  3.615816  1.112367  -0.936549

Cartesian forces (eV/Å) of the 3 atoms listed first:
C -0.1 -0.1 -0.1
C 0.7 -0.5 0.0
Si -0.7 -0.3 0.1

Calculated values
**SMILES**: C=C[Si](C)(C)OS
**Total energy**: -921.3358 Eh
**HOMO level**: -8.8708 eV
**Kohn-Sham gap**: 9.57 eV

***

[2]
Here is a 2-piece molecular cluster, C5H15N2S overall at a distorted geometry from OMol25. Energies are from ωB97M-V/def2-TZVPD.

Element x y z (Å)
C  -0.428956  -1.948093  0.089375
N  0.181580  1.214141  -1.005701
C  -1.245841  1.605815  -1.183271
C  -1.361021  3.014738  -0.460022
S  -1.279350  2.515107  1.379079
C  1.080089  -1.586093  0.006957
N  1.137795  -0.350872  0.777085
C  1.771941  -2.725033  0.719336
H  -0.677282  -1.982350  1.133008
H  -1.001291  -1.071643  -0.258626
H  -0.871077  -2.845690  -0.376403
H  -1.873687  0.912807  -0.682337
H  -1.570767  1.677210  -2.202742
H  -2.202040  3.672770  -0.532507
H  -0.478425  3.735333  -0.638328
H  -2.206749  3.321062  1.934321
H  1.543651  -1.524492  -0.969672
H  0.618729  0.824750  -1.829040
H  0.878224  0.585076  0.024906
H  2.032264  -0.076325  1.160704
H  2.910300  -2.608232  0.757162
H  1.403563  -2.619442  1.762117
H  1.638349  -3.740544  0.394599

Cartesian forces (eV/Å) of the 3 atoms listed first:
C -0.6 1.1 -1.1
N -0.1 1.9 -0.2
C 1.9 2.3 1.5

Calculated values
**Total charge**: +1
**Total energy**: -706.7057 Eh
**HOMO level**: -12.9305 eV
**Kohn-Sham gap**: 4.28 eV

***

[3]
Here is a 2-piece molecular cluster, C2H5NO4 overall at a distorted geometry from OMol25. Energies are from ωB97M-V/def2-TZVPD.

Element x y z (Å)
O  1.028552  1.198520  1.243262
C  0.066331  0.591755  0.869849
N  0.050164  -0.809633  0.737617
C  -0.359538  -1.749934  1.751605
O  -1.278911  -2.466909  1.452603
O  0.070005  -1.419452  2.954710
H  -0.909691  1.158859  0.835173
H  -0.442767  -1.104625  -0.108484
H  0.545932  -0.577184  2.888119
O  0.350743  3.560178  -7.041445
H  0.403657  3.219265  -6.141797
H  -0.021031  2.801084  -7.495895

Cartesian forces (eV/Å) of the 3 atoms listed first:
O 0.3 -0.1 0.1
C -0.5 0.7 1.5
N 0.0 -1.0 -1.4

Calculated values
**SMILES**: O=CNC(=O)O.O
**Total energy**: -434.9104 Eh
**HOMO level**: -10.8144 eV
**Kohn-Sham gap**: 11.08 eV

***

[4]
Here is C2H10N3 as an isolated structure at a distorted geometry from OMol25. Energies are from ωB97M-V/def2-TZVPD.

Element x y z (Å)
C  2.008886  0.133525  0.176652
C  -1.739552  -0.637132  -0.171948
N  -1.640998  0.709416  0.043473
N  0.062116  -1.202635  -0.284775
N  0.653883  0.033022  -0.475339
H  2.899204  -0.440998  -0.117073
H  2.313414  1.186108  0.015852
H  1.893280  -0.157479  1.273648
H  -2.033733  -1.274630  0.642937
H  -2.013406  -0.957714  -1.188161
H  -2.065839  0.858436  0.902269
H  -1.968963  1.246514  -0.674339
H  0.328209  -1.528667  0.629863
H  -0.017246  0.860066  -0.058381
H  0.665524  0.262485  -1.452189

Cartesian forces (eV/Å) of the 3 atoms listed first:
C 0.5 1.1 1.4
C 3.4 -2.6 -1.7
N 0.5 -1.6 1.3

Calculated values
**Total charge**: +1
**Total energy**: -246.1235 Eh
**HOMO level**: -14.6525 eV
**Kohn-Sham gap**: 11.50 eV

***

[5]
Here is C2Na4O6 as an isolated structure at a distorted geometry from OMol25. Energies are from ωB97M-V/def2-TZVPD.

Element x y z (Å)
Na  16.295020  -11.078780  9.404960
Na  16.954430  -12.075770  13.365610
Na  15.086140  -7.690580  12.361360
Na  11.406490  -9.740970  11.055460
C  14.727490  -10.794010  11.594580
O  13.620710  -10.322830  11.720730
O  15.001560  -11.969630  11.399850
O  15.703010  -10.104440  11.665630
C  10.301270  -10.403620  13.680370
O  9.590690  -9.489820  13.090450
O  11.272200  -10.999390  13.327600
O  9.787640  -10.520920  14.813210

Cartesian forces (eV/Å) of the 3 atoms listed first:
Na -0.5 -0.2 1.0
Na -0.9 0.2 -0.7
Na -0.2 -1.2 -0.2

Calculated values
**Total charge**: +1
**Total energy**: -1176.7070 Eh
**2S+1**: 2
**HOMO level (alpha / beta)**: -10.2957 / -10.5592 eV
**Kohn-Sham gap (alpha / beta)**: 5.84 / 6.10 eV

***

[6]
Here is C27H27BF6N4O4PS2Ti as an isolated structure at a distorted geometry from OMol25. Energies are from ωB97M-V/def2-TZVPD.

Element x y z (Å)
Ti  0.979465  0.842402  0.392346
F  4.610781  3.121967  4.536833
C  3.830233  2.112040  4.162216
F  4.392847  0.970263  4.566719
F  2.651861  2.239824  4.786967
S  3.539134  2.005139  2.315263
O  2.266373  1.317850  2.272685
O  4.678448  1.330406  1.791927
N  3.457710  3.529503  1.930533
S  2.328433  4.039341  0.960752
O  2.754356  5.145149  0.175189
O  1.587984  2.984725  0.306265
C  1.095214  4.755489  2.161733
F  1.537173  5.878277  2.725893
F  0.857721  3.866220  3.132404
F  -0.059969  5.023790  1.542609
C  -1.675924  -2.485457  2.000632
C  -2.747303  -2.313403  0.960825
C  -4.034626  -2.764484  1.215751
C  -5.037768  -2.670554  0.261116
C  -4.749387  -2.104320  -0.970235
C  -3.477953  -1.621097  -1.230872
C  -2.450096  -1.737946  -0.292770
P  -0.831437  -0.890386  -0.528714
C  -0.994651  -0.424772  -2.310334
C  -0.564080  -1.276375  -3.324912
C  -0.624521  -0.900084  -4.656799
C  -1.110961  0.347600  -4.997549
C  -1.539996  1.209908  -4.000914
C  -1.485763  0.851617  -2.661332
C  -1.952874  1.833751  -1.621196
C  0.285159  -2.342966  -0.562790
C  -0.137401  -3.566823  -1.094668
C  0.740471  -4.626336  -1.231542
C  2.067077  -4.462672  -0.851047
C  2.478505  -3.268133  -0.285399
C  1.599436  -2.195571  -0.093095
C  2.021464  -0.977175  0.674294
H  -2.113735  -2.701626  2.975812
H  -1.065391  -1.586157  2.072537
H  -1.009303  -3.306469  1.727909
H  -4.259411  -3.202275  2.182327
H  -6.032338  -3.038659  0.479353
H  -5.520171  -2.039943  -1.728612
H  -3.265595  -1.169490  -2.191854
H  -0.155015  -2.244672  -3.072689
H  -0.268056  -1.571921  -5.427246
H  -1.142840  0.660656  -6.033359
H  -1.908900  2.193692  -4.268372
H  -2.440302  2.690228  -2.088025
H  -1.090259  2.194693  -1.057605
H  -2.649232  1.364513  -0.922606
H  -1.171965  -3.680715  -1.399743
H  0.400478  -5.569666  -1.642457
H  2.772692  -5.276368  -0.971891
H  3.504865  -3.160580  0.046276
H  3.076497  -0.764402  0.450449
H  2.000337  -1.258788  1.742702
N  -0.226556  0.508127  2.923245
C  -1.053247  0.947639  3.903561
C  -1.840554  1.922454  3.350454
C  -1.395101  2.054941  2.029256
N  -0.389450  1.213771  1.778547
H  0.626150  -0.014382  3.046614
H  -1.047695  0.497212  4.881000
H  -2.627340  2.481404  3.826502
H  -1.764333  2.709517  1.259352
B  2.913153  1.088891  -3.788297
C  2.136775  1.032098  -2.441202
N  1.491419  0.956152  -1.478205
H  2.341964  1.914086  -4.469292
H  2.823885  -0.019194  -4.274189
H  4.063438  1.398528  -3.579031

Cartesian forces (eV/Å) of the 3 atoms listed first:
Ti 0.6 -0.1 0.4
F 0.0 -0.1 -0.2
C -0.2 0.0 -0.1

Calculated values
**Total charge**: -1
**Total energy**: -4176.3688 Eh
**2S+1**: 3
**HOMO level (alpha / beta)**: -3.0264 / -5.2883 eV
**Kohn-Sham gap (alpha / beta)**: 5.35 / 7.60 eV

***

[7]
Here is C2H7ClN3 as an isolated structure at a distorted geometry from OMol25. Energies are from ωB97M-V/def2-TZVPD.

Element x y z (Å)
C  0.150613  0.696501  -0.366961
C  -1.369041  0.772286  0.053069
N  1.361376  0.118411  -0.040116
N  1.993677  -1.091900  0.463992
N  -1.856328  -0.073490  1.008104
Cl  -1.239997  0.038961  -2.026567
H  0.412288  1.596566  -0.896249
H  -1.662383  1.761572  -0.090730
H  2.091699  0.363000  -0.733492
H  2.677854  -1.308703  -0.274004
H  -2.838789  -0.191250  1.195358
H  -1.080928  -0.818304  1.138802
H  1.359959  -1.863650  0.568794

Cartesian forces (eV/Å) of the 3 atoms listed first:
C 0.6 -0.4 1.0
C 3.3 -3.2 0.9
N -0.6 -0.1 -1.9

Calculated values
**Total charge**: +1
**Total energy**: -704.4818 Eh
**HOMO level**: -14.2011 eV
**Kohn-Sham gap**: 9.28 eV

***

[8]
Here is C30H34F5Ge2N2SSiZn as an isolated structure from OMol25. Energies are from ωB97M-V/def2-TZVPD.

Element x y z (Å)
Zn  0.762659  -0.103365  -0.104042
C  3.778102  0.780842  -2.399376
C  3.356203  1.703741  -1.295238
C  3.970005  2.921101  -1.073075
C  3.472882  3.732331  -0.052954
C  2.415695  3.323381  0.723791
C  1.843889  2.057075  0.475577
N  2.327607  1.304201  -0.544133
N  0.827282  1.452150  1.133908
Si  0.031564  2.114082  2.530890
C  1.270571  2.562392  3.870491
C  -0.938831  3.659016  2.067357
C  -1.108460  0.829657  3.257038
H  4.823263  0.933013  -2.663328
H  3.170910  0.965103  -3.289488
H  3.629181  -0.257497  -2.104123
H  4.806760  3.229634  -1.683367
H  3.924212  4.699979  0.131834
H  2.027942  3.954283  1.509362
H  1.815566  3.484925  3.667733
H  2.003592  1.763598  4.003101
H  0.748093  2.695938  4.821457
H  -0.430909  4.203077  1.266433
H  -1.026937  4.332662  2.923475
H  -1.950090  3.432441  1.720391
H  -0.546949  -0.057415  3.557865
H  -1.895571  0.508712  2.571152
H  -1.589301  1.237837  4.149578
C  -1.917525  -0.437607  -5.513968
Ge  -0.881984  -1.166702  -4.012385
C  0.980085  -1.363637  -4.570952
C  -1.625113  -2.887926  -3.464248
Ge  -1.081112  0.373467  -2.128576
C  -0.332749  2.147521  -2.364076
C  -0.693282  3.210940  -1.533149
C  -0.039826  4.429965  -1.625894
C  0.981640  4.605875  -2.550211
C  1.341512  3.561929  -3.391169
C  0.691521  2.341300  -3.293881
C  -2.826806  0.421859  -1.267000
C  -3.941609  -0.141955  -1.888568
C  -5.179586  -0.141621  -1.260001
C  -5.317314  0.417172  0.002263
C  -4.215874  0.976762  0.635756
C  -2.981265  0.974471  0.005495
H  -1.650935  -0.961440  -6.433348
H  -1.707789  0.623700  -5.647708
H  -2.988221  -0.557519  -5.348468
H  1.046483  -2.178397  -5.293879
H  1.610470  -1.608775  -3.716103
H  1.347085  -0.454340  -5.047436
H  -1.838153  -3.497668  -4.343784
H  -2.547957  -2.762608  -2.895266
H  -0.903402  -3.411193  -2.848895
H  -1.486837  3.088742  -0.805376
H  -0.324960  5.244889  -0.971925
H  1.497193  5.555573  -2.614206
H  2.135041  3.697527  -4.115696
H  0.989961  1.524787  -3.943275
H  -3.848915  -0.586214  -2.873751
H  -6.035822  -0.581889  -1.755064
H  -6.280786  0.410802  0.495372
H  -4.315199  1.404716  1.625852
H  -2.118814  1.392164  0.515249
F  -3.745563  -5.163200  0.689358
C  -2.609134  -4.504930  0.447853
C  -1.533312  -5.154474  -0.137705
F  -1.642127  -6.443363  -0.474733
C  -0.362580  -4.464693  -0.389575
F  0.631927  -5.120080  -0.999960
C  -0.210092  -3.115084  -0.074597
S  1.271334  -2.280895  -0.473779
C  -1.300122  -2.509014  0.533270
F  -1.220536  -1.207855  0.896189
C  -2.487744  -3.169637  0.787807
F  -3.506639  -2.528638  1.365034

Cartesian forces (eV/Å) of the 3 atoms listed first:
Zn 0.3 0.0 0.0
C 0.0 0.0 0.0
C 0.0 0.0 0.0

Calculated values
**Total energy**: -8393.3411 Eh
**2S+1**: 2
**HOMO level (alpha / beta)**: -7.2935 / -7.8791 eV
**Kohn-Sham gap (alpha / beta)**: 7.77 / 6.13 eV

***

Repeat the second record exactly.
Here is a 2-piece molecular cluster, C5H15N2S overall at a distorted geometry from OMol25. Energies are from ωB97M-V/def2-TZVPD.

Element x y z (Å)
C  -0.428956  -1.948093  0.089375
N  0.181580  1.214141  -1.005701
C  -1.245841  1.605815  -1.183271
C  -1.361021  3.014738  -0.460022
S  -1.279350  2.515107  1.379079
C  1.080089  -1.586093  0.006957
N  1.137795  -0.350872  0.777085
C  1.771941  -2.725033  0.719336
H  -0.677282  -1.982350  1.133008
H  -1.001291  -1.071643  -0.258626
H  -0.871077  -2.845690  -0.376403
H  -1.873687  0.912807  -0.682337
H  -1.570767  1.677210  -2.202742
H  -2.202040  3.672770  -0.532507
H  -0.478425  3.735333  -0.638328
H  -2.206749  3.321062  1.934321
H  1.543651  -1.524492  -0.969672
H  0.618729  0.824750  -1.829040
H  0.878224  0.585076  0.024906
H  2.032264  -0.076325  1.160704
H  2.910300  -2.608232  0.757162
H  1.403563  -2.619442  1.762117
H  1.638349  -3.740544  0.394599

Cartesian forces (eV/Å) of the 3 atoms listed first:
C -0.6 1.1 -1.1
N -0.1 1.9 -0.2
C 1.9 2.3 1.5

Calculated values
**Total charge**: +1
**Total energy**: -706.7057 Eh
**HOMO level**: -12.9305 eV
**Kohn-Sham gap**: 4.28 eV

***

- The highest total energy belongs to which entry?
  C2H10N3

***

- What is the total energy in the fourth record?
  -246.1235 Eh

***

- Which formula does entry 2 have?
  C5H15N2S